This record from OMol25 describes a molecular structure, C36H83N5O8V in a non-equilibrium geometry. The level of theory is wB97M-V/def2-TZVPD.

The geometry in XYZ format:
```
133
C36H83N5O8V wB97M-V/def2-TZVPD
O -1.5723 -0.0049 -1.8088
V -2.5533 -0.4943 -0.6396
O -1.7239 -0.5892 0.7085
C 2.7623 -2.8034 4.2354
C 2.1952 -4.2138 4.3636
C 1.7375 -4.4663 5.7996
C 0.4320 -3.7762 6.1705
C -0.6609 -4.1160 5.1494
C -0.2640 -3.9422 3.6887
N 1.0676 -4.4715 3.4758
O 1.4403 -4.3167 2.1182
C -1.2419 -4.7559 2.8585
C -0.4512 -2.4612 3.3137
C 3.3006 -5.1983 4.0338
H 3.6213 -2.6795 4.9047
H 2.0635 -2.0161 4.5067
H 3.1525 -2.6152 3.2328
H 1.6508 -5.5453 5.9709
H 2.5391 -4.1300 6.4627
H 0.6420 -2.7106 6.2965
H 0.1201 -4.1679 7.1398
H -1.5402 -3.5098 5.3642
H -0.8901 -5.1723 5.3232
H -1.0045 -4.6853 1.7918
H -1.2033 -5.8120 3.1403
H -2.2811 -4.4377 2.9727
H 0.1950 -1.8106 3.9040
H -0.2384 -2.2595 2.2637
H -1.4670 -2.1390 3.5544
H 4.1344 -5.1455 4.7269
H 3.6611 -5.0418 3.0110
H 2.9029 -6.2189 3.9786
H 1.5616 -5.2201 1.8065
C 1.8102 2.2157 -6.2953
C 1.5775 2.8906 -4.9113
C 0.8285 1.9427 -3.9767
C 1.7049 0.8946 -3.3004
C 2.8904 1.5731 -2.6488
C 3.7271 2.4626 -3.5706
N 2.8289 3.3488 -4.3106
O 3.5761 4.1104 -5.2437
C 4.6196 3.3146 -2.6631
C 4.5793 1.5650 -4.4761
C 0.6923 4.1203 -5.0990
H 2.8693 2.1874 -6.5439
H 1.3876 2.8256 -7.0979
H 1.3798 1.2172 -6.3398
H 0.2667 2.5020 -3.2264
H 0.1111 1.4216 -4.6169
H 1.9712 0.0620 -3.9560
H 1.1093 0.4521 -2.4954
H 3.5767 0.8079 -2.2654
H 2.5642 2.1269 -1.7666
H 4.0211 4.0437 -2.1143
H 5.1763 2.6958 -1.9587
H 5.3391 3.8823 -3.2614
H 4.9972 2.1802 -5.2789
H 5.4264 1.1263 -3.9489
H 3.9836 0.7836 -4.9461
H -0.2100 3.9025 -5.6704
H 1.2133 4.8795 -5.6966
H 0.4949 4.5928 -4.1346
H 3.3947 5.0230 -4.9979
C 1.7622 1.0567 0.7514
C 1.2094 1.7944 1.9704
C 2.3702 2.5439 2.6450
C 2.7469 3.8560 1.9342
C 1.5449 4.7485 1.6685
C 0.3707 4.0321 0.9829
N 0.1746 2.7518 1.6355
O -1.0127 2.0971 1.2127
C -0.8675 4.9133 1.1795
C 0.6601 3.9039 -0.5388
C 0.6980 0.7740 2.9881
H 2.4049 0.2261 1.0753
H 2.3756 1.6989 0.1251
H 0.9743 0.5582 0.1769
H 2.2002 2.7389 3.7058
H 3.2472 1.8924 2.5737
H 3.2263 3.5978 0.9826
H 3.5107 4.3699 2.5186
H 1.8904 5.5275 0.9793
H 1.1907 5.2685 2.5610
H -1.1047 5.1285 2.2206
H -0.7374 5.8436 0.6212
H -1.7542 4.4628 0.7235
H 0.1512 4.6741 -1.1176
H 1.7282 3.9120 -0.7499
H 0.2692 2.9432 -0.8914
H 1.5204 0.0891 3.1924
H -0.1672 0.2131 2.6269
H 0.4291 1.2718 3.9228
H -1.3898 1.8107 2.0511
C 1.0613 -2.5873 -0.3205
O 0.7249 -2.1141 -1.6271
H 2.1013 -2.3703 -0.0686
H 0.4585 -2.0132 0.3816
H 0.8525 -3.6528 -0.2170
H 1.2303 -2.5613 -2.3121
C -4.4203 0.3804 2.3796
C -5.1174 0.0113 1.0985
C -5.1370 1.1246 0.1081
O -3.8309 1.2817 -0.4646
C -3.4736 2.6532 -0.7311
N -4.5045 -1.1913 0.4693
H -3.5226 0.9792 2.2270
H -4.2133 -0.4718 3.0250
H -5.0819 1.0315 2.9625
H -6.1796 -0.1974 1.2837
H -5.4683 2.0631 0.5581
H -5.8433 0.9443 -0.7073
H -4.1940 3.0750 -1.4339
H -2.4731 2.6635 -1.1465
H -3.4986 3.2018 0.2090
H -4.5849 -1.9225 1.1797
H -5.1321 -1.6006 -0.2291
C -2.2209 -4.1429 -3.2031
C -2.5855 -2.7274 -2.7568
C -4.0156 -2.3875 -3.0544
O -4.3326 -1.1201 -2.4637
C -5.4893 -0.5538 -3.0399
N -2.2682 -2.5390 -1.3175
H -1.1780 -4.3351 -2.9467
H -2.3269 -4.2612 -4.2799
H -2.8165 -4.8929 -2.6749
H -1.9042 -2.0639 -3.2916
H -4.6911 -3.1617 -2.6552
H -4.1539 -2.3521 -4.1380
H -5.3604 -0.3497 -4.1102
H -5.6720 0.4140 -2.5838
H -6.3600 -1.2108 -2.9355
H -2.7244 -3.2288 -0.7180
H -1.2705 -2.7368 -1.1893
```

Properties
Kohn-Sham gap   6.98 eV
LUMO level   -2.67 eV
Charge   +1
Largest force on an atom   1.81 eV/Å
Highest occupied orbital energy   -0.3547 hartree

***

This record from OMol25 describes a molecular structure, C3H2AgMgO2 in a non-equilibrium geometry. The level of theory is wB97M-V/def2-TZVPD.

The geometry in XYZ format:
```
9
C3H2AgMgO2 wB97M-V/def2-TZVPD
C 0.2609 -0.4870 0.0474
Ag -0.5592 1.5106 2.1640
O 1.0618 0.6381 0.6442
C 0.7225 0.6765 -0.7334
H 1.5608 0.5373 -1.4233
H 0.0241 1.4754 -1.0148
Mg -0.1735 -2.6272 -0.2814
O -1.8004 -1.3114 -0.0117
C -1.0969 -0.4123 0.6090
```

Properties
Kohn-Sham gap (spin up / spin down)   4.81 / 6.58 eV
LUMO level (spin up / spin down)   -1.04 / -1.21 eV
Multiplicity   2
Largest force on an atom   2.64 eV/Å
Highest occupied orbital energy (spin up / spin down)   -0.2152 / -0.2862 hartree